15
Properties=species:S:1:pos:R:3:forces:R:3 method="wB97M-V/def2-TZVPD" total_charge=+1 e_tot_ha=-249.88814 orbital_gap_ev="10.021 / 7.081" lumo_energy_ev="-3.6474 / -4.9090" e_homo_ha="-0.5023 / -0.4406"
C 2.23611 -0.21501 0.14695 1.529 -1.411 -0.156
C -1.18428 1.10051 -0.03493 -1.322 1.395 3.221
C 0.96262 -0.70355 0.58867 -2.354 0.227 -0.188
N -1.95854 -0.11253 -0.32769 0.741 0.458 -0.893
O 0.23234 -1.48934 -0.28895 3.646 -1.041 -1.071
H 2.39519 -0.45609 -0.88579 -0.119 0.226 -0.947
H 3.11932 -0.71946 0.60120 -0.592 0.568 0.415
H 2.23291 0.82656 0.26717 0.639 1.523 0.267
H -1.12346 1.76309 -0.88560 0.277 -0.035 -0.075
H -1.59192 1.58567 0.96075 1.216 -0.829 -2.185
H 0.67511 -0.69222 1.63791 -0.252 -0.288 -0.370
H -2.27317 -0.56588 0.50128 -0.772 -0.131 0.928
H -1.12413 -0.70556 -0.56384 -0.762 -0.863 -1.157
H -2.74160 -0.01631 -1.01153 0.971 -0.337 0.402
H 0.97587 -1.74007 -1.00683 -2.845 0.539 1.808

---

88
Properties=species:S:1:pos:R:3:forces:R:3 method="wB97M-V/def2-TZVPD" total_charge=+2 e_tot_ha=-2742.65753 orbital_gap_ev=5.381 lumo_energy_ev=-8.0216 e_homo_ha=-0.4925
Au -0.05466 -0.98063 0.45488 0.179 -0.781 -0.139
C -0.77060 -7.60071 -1.51979 0.012 0.003 0.000
O -0.87162 -6.18205 -1.67961 -0.036 -0.044 0.014
C 0.06284 -5.40942 -1.12308 0.087 -0.159 0.063
C 1.15499 -5.88474 -0.38866 -0.024 0.092 -0.026
C 2.07280 -4.98500 0.13804 0.013 -0.142 0.051
C 1.94281 -3.61475 -0.01983 -0.294 -0.001 -0.100
C 2.86878 -2.68839 0.65987 0.386 -0.080 0.069
C 4.27592 -3.14040 0.93576 0.006 -0.072 -0.019
O 2.50617 -1.58583 1.04159 -0.216 0.177 -0.010
C 0.85264 -3.15259 -0.80308 0.027 0.126 -0.088
O 0.77714 -1.85106 -1.17477 -0.069 0.147 0.171
C -0.08285 -4.03769 -1.32393 0.062 0.110 0.017
H -1.63487 -8.01674 -2.02457 -0.013 0.011 -0.011
H -0.79681 -7.87513 -0.46440 -0.011 0.010 0.003
H 0.14046 -7.97888 -1.98481 0.010 0.015 -0.005
H 1.29792 -6.94291 -0.22972 0.004 0.009 0.001
H 2.90729 -5.37225 0.70904 -0.028 -0.031 -0.014
H 4.62986 -3.87788 0.21870 0.015 0.033 0.011
H 4.31380 -3.58324 1.93540 0.001 -0.009 -0.023
H 4.93120 -2.27284 0.94106 -0.012 0.018 0.011
H -0.90241 -3.67363 -1.92983 0.028 0.034 -0.002
C 0.57857 -2.02246 3.77358 -0.003 -0.017 -0.035
C -0.84799 -1.87948 3.36064 0.077 0.083 0.063
O -1.14181 -1.41960 2.23267 -0.090 0.286 -0.110
C -1.93136 -2.27436 4.24885 -0.016 -0.020 0.000
C -1.66431 -2.84531 5.49985 0.038 0.010 -0.019
C -2.70616 -3.22128 6.32540 -0.020 -0.009 0.023
C -4.01909 -3.02763 5.91310 0.022 0.006 -0.010
C -4.29573 -2.46109 4.67247 -0.022 -0.009 0.021
C -3.25957 -2.08836 3.84198 0.002 0.011 -0.029
H 1.23919 -1.55059 3.05002 0.005 0.001 -0.007
H 0.82565 -3.08558 3.84082 0.000 0.018 0.015
H 0.74116 -1.58819 4.75898 0.000 0.001 0.004
H -0.64630 -2.99972 5.83099 -0.011 -0.001 -0.001
H -2.49937 -3.66259 7.29072 -0.002 0.006 -0.013
H -4.83319 -3.31947 6.56344 0.003 0.000 -0.003
H -5.32117 -2.31429 4.36185 0.014 -0.001 -0.001
H -3.46149 -1.64951 2.87507 -0.003 -0.001 0.004
C -0.22689 2.19297 -0.05708 0.060 -0.060 -0.167
P -0.09449 0.74079 -1.09926 -0.058 0.295 0.153
C 1.42697 0.83036 -2.00445 -0.089 0.021 0.069
C 2.62669 0.79422 -1.28664 -0.012 0.019 0.008
C 3.81680 1.02742 -1.94808 0.009 -0.002 0.017
C 3.81126 1.29235 -3.31340 -0.006 0.000 -0.012
C 2.61883 1.33054 -4.02346 0.013 0.001 -0.001
C 1.41666 1.10262 -3.37393 0.018 -0.045 -0.001
C -1.53264 0.45491 -2.08897 0.075 0.002 0.031
C -2.71653 1.14361 -1.80825 -0.007 0.023 -0.011
C -3.84308 0.89306 -2.56995 -0.007 0.000 -0.003
C -3.79354 -0.04327 -3.59618 0.012 -0.005 0.000
C -2.61889 -0.73622 -3.86797 -0.019 0.003 -0.005
C -1.48402 -0.49586 -3.11505 -0.001 -0.025 0.013
P -0.26141 3.65239 -1.29242 -0.084 -0.020 -0.073
C 1.41669 4.29692 -1.00444 -0.026 0.009 0.074
C 1.96304 4.55268 0.25532 0.074 0.031 -0.067
C 3.25351 5.04191 0.36804 -0.041 -0.017 0.041
C 4.00970 5.28291 -0.77447 0.004 -0.002 -0.036
C 3.47376 5.03520 -2.02811 0.008 0.000 0.003
C 2.18002 4.54060 -2.14240 0.041 0.001 -0.009
C -1.41750 4.74072 -0.40162 0.093 -0.009 0.115
C -1.46726 4.88489 0.98749 -0.074 0.062 -0.043
C -2.36428 5.76868 1.56477 0.049 -0.048 0.018
C -3.21729 6.51757 0.76256 -0.018 0.013 -0.020
C -3.17835 6.37735 -0.61548 -0.001 0.000 -0.011
C -2.28528 5.48602 -1.19679 -0.022 0.027 0.008
H 0.67222 2.24349 0.55847 -0.021 -0.038 0.067
H -1.11222 2.17959 0.57619 -0.048 -0.071 -0.030
H 2.63090 0.57452 -0.22513 0.006 -0.002 -0.006
H 4.75035 1.00742 -1.40195 -0.011 -0.001 -0.004
H 4.74654 1.47545 -3.82638 -0.011 -0.001 0.001
H 2.62332 1.54695 -5.08328 -0.004 -0.001 0.008
H 0.48491 1.16189 -3.91932 -0.008 0.006 -0.005
H -2.75913 1.88698 -1.02168 -0.002 0.001 -0.002
H -4.75825 1.43289 -2.36883 0.004 -0.005 -0.003
H -4.67723 -0.23261 -4.19120 0.006 0.001 0.004
H -2.58926 -1.46127 -4.67001 -0.002 0.005 0.004
H -0.56819 -1.03764 -3.31440 -0.009 0.004 0.007
H 1.38053 4.38981 1.15435 0.005 0.009 0.003
H 3.66880 5.24882 1.34598 -0.003 0.000 -0.015
H 5.01462 5.67387 -0.68192 -0.011 -0.005 -0.005
H 4.05687 5.23331 -2.91831 -0.007 -0.002 0.013
H 1.75770 4.34826 -3.12187 0.002 0.008 0.002
H -0.80422 4.31547 1.62808 -0.006 0.001 0.008
H -2.39537 5.88046 2.64085 0.000 0.000 -0.013
H -3.91333 7.21039 1.21688 0.007 -0.006 -0.009
H -3.84244 6.95942 -1.24060 0.006 -0.007 0.006
H -2.25746 5.37338 -2.27441 -0.002 0.005 0.004